A single C7H15N molecule in a non-equilibrium geometry. Source: the OMol25 dataset; level of theory: ωB97M-V/def2-TZVPD.

Computed properties:
HOMO energy   -0.3327 hartree
LUMO energy   1.03 eV
Orbital gap   10.085 eV
2S+1   1
Total charge   0
Energy above the lowest of the compared OMol25 structures with the same formula, charge and spin   113.62 kJ/mol
SMILES   C=C(CC)C[C@@H](C)N

The geometry in XYZ format:
```
23
Properties=species:S:1:pos:R:3:forces:R:3
C 1.955042 -0.903362 -0.285919 -0.92 0.08 0.94
C 0.556710 -1.201562 -0.806689 -0.26 -0.54 0.15
C -0.509177 -0.978362 0.278043 -0.07 1.17 0.43
C -1.193729 0.394525 0.226722 0.10 -0.18 -0.18
C -2.023586 0.673998 -0.776753 0.07 -0.12 0.47
C -0.878861 1.442024 1.262423 -0.29 0.26 0.00
C 0.225941 2.415017 0.766248 0.29 -1.63 1.18
N 0.410680 -2.544132 -1.393051 0.00 0.77 0.14
H 2.718756 -1.110969 -1.012253 0.45 -0.11 -0.18
H 1.959479 0.130459 -0.003651 0.30 0.95 -0.32
H 2.131126 -1.351109 0.694880 0.21 -0.75 -0.29
H 0.357709 -0.484574 -1.577778 -0.14 0.44 -0.64
H -1.340304 -1.683362 0.235471 0.30 -0.34 -0.17
H -0.036690 -1.050072 1.262920 -0.09 -0.33 -0.02
H -2.634817 1.569327 -0.782451 0.22 0.10 -0.17
H -2.126461 -0.028926 -1.586631 -0.29 -0.14 -0.18
H -1.794590 1.987955 1.486369 -0.11 0.24 -0.26
H -0.604205 1.032717 2.239015 0.19 -0.25 -0.19
H 1.174945 1.966706 1.058801 0.28 -0.01 0.04
H 0.279593 2.419128 -0.316988 -0.43 0.91 -0.05
H 0.164931 3.314009 1.368789 -0.04 0.61 -0.72
H 1.334273 -2.902634 -1.585382 -0.18 -0.58 0.11
H -0.126769 -3.106797 -0.752126 0.40 -0.53 -0.08
```
Positions in Å, forces in eV/Å.

These are the Mulliken partial charges, in e, on atoms 1 to 6: -1.487, 0.728, -1.273, 0.579, -1.058, -0.820